No. 1
C29H32CaNPSSi | ωB97M-V with the def2-TZVPD basis set

Orbital gap ... 7.277 eV
Electronic energy ... -78525.3134 eV
M ... 525.79 g/mol
Max |F| ... 0.0195 hartree/bohr

```
66
C29H32CaNPSSi | the Open Molecules 2025 dataset | ωB97M-V with the def2-TZVPD basis set
Ca -1.481 -0.242 -0.636
C 0.164 -4.188 3.515
Si -1.606 -3.691 3.782
C -1.761 -2.304 5.011
C -2.507 -5.168 4.497
C -2.471 -3.297 2.149
C -3.485 -4.119 1.686
C -4.139 -3.879 0.475
C -3.745 -2.785 -0.245
N -2.777 -1.943 0.163
C -2.129 -2.169 1.342
S -0.894 -1.019 1.805
H 0.610 -4.493 4.469
H 0.747 -3.363 3.103
H 0.227 -5.035 2.825
H -1.340 -2.615 5.975
H -2.814 -2.046 5.169
H -1.234 -1.411 4.668
H -2.053 -5.446 5.456
H -2.446 -6.042 3.837
H -3.565 -4.949 4.683
H -3.777 -4.985 2.273
H -4.924 -4.528 0.110
H -4.212 -2.551 -1.195
C -0.398 2.690 -4.511
C 0.269 3.724 -3.635
C 0.586 4.971 -4.166
C 1.228 5.940 -3.408
C 1.569 5.671 -2.093
C 1.260 4.433 -1.544
C 0.614 3.456 -2.297
P 0.219 1.803 -1.609
C 0.480 2.000 0.204
C -0.541 2.773 0.782
C -0.604 3.006 2.144
C 0.356 2.432 2.966
C 1.351 1.644 2.411
C 1.441 1.404 1.038
C 2.538 0.489 0.545
C 1.546 0.766 -2.340
C 2.743 1.362 -2.766
C 3.734 0.617 -3.371
C 3.531 -0.749 -3.563
C 2.352 -1.336 -3.140
C 1.322 -0.612 -2.509
C 0.066 -1.317 -2.022
H -0.646 3.110 -5.486
H -1.317 2.318 -4.056
H 0.253 1.826 -4.669
H 0.324 5.183 -5.198
H 1.462 6.904 -3.847
H 2.075 6.419 -1.492
H 1.529 4.225 -0.515
H -1.294 3.213 0.136
H -1.399 3.613 2.561
H 0.319 2.581 4.039
H 2.081 1.176 3.063
H 3.126 0.133 1.390
H 3.208 0.993 -0.153
H 2.132 -0.381 0.030
H 2.897 2.425 -2.625
H 4.652 1.092 -3.695
H 4.296 -1.350 -4.042
H 2.202 -2.400 -3.288
H 0.388 -2.101 -1.316
H -0.339 -1.884 -2.872
```

No. 2
C29H32Cl4IrN5O4Si | ωB97M-V with the def2-TZVPD basis set

Net charge ... +1
Orbital gap (alpha / beta) ... 8.122 / 6.391 eV
Electronic energy ... -107035.3617 eV
ΔE to the lowest compared entry with this formula, charge and spin ... 0.000 eV
M ... 876.72 g/mol
2S+1 ... 2
Max |F| ... 0.0028 hartree/bohr

```
76
C29H32Cl4IrN5O4Si | the Open Molecules 2025 dataset | ωB97M-V with the def2-TZVPD basis set
Ir -0.240 -1.156 -0.130
O -0.400 -0.808 1.936
C -1.731 -0.281 2.206
C -2.112 0.642 1.087
C -2.959 1.714 1.268
C -3.341 2.461 0.164
C -2.844 2.126 -1.081
C -1.970 1.063 -1.187
N -1.626 0.330 -0.127
H -0.292 -1.649 2.403
H -1.712 0.237 3.163
H -2.430 -1.120 2.236
H -3.318 1.954 2.260
H -4.008 3.304 0.283
H -3.102 2.692 -1.964
H -1.521 0.778 -2.127
Cl 6.274 -3.100 -0.205
C 4.846 -2.166 -0.215
C 4.942 -0.742 -0.376
Cl 6.483 -0.026 -0.553
C 3.817 0.038 -0.391
Cl 3.880 1.738 -0.577
C 2.532 -0.558 -0.247
O 1.454 0.123 -0.238
C 2.442 -1.998 -0.088
O 1.279 -2.524 0.049
C 3.626 -2.776 -0.072
Cl 3.463 -4.470 0.124
N -1.700 -4.219 -3.232
C -0.984 -3.760 -4.262
N -1.019 -4.412 -5.426
N -0.215 -2.671 -4.210
C -0.198 -2.034 -3.088
N -0.173 -1.459 -2.086
H -2.271 -5.042 -3.317
H -1.691 -3.762 -2.326
H -1.541 -5.259 -5.555
H -0.463 -4.056 -6.184
C -4.031 -5.574 -1.253
Si -3.978 -4.493 0.279
C -5.572 -3.535 0.427
C -3.686 -5.548 1.789
C -2.589 -3.295 0.113
C -1.677 -2.493 0.002
H -4.838 -6.305 -1.172
H -3.097 -6.130 -1.371
H -4.221 -4.974 -2.146
H -6.426 -4.211 0.512
H -5.731 -2.898 -0.445
H -5.564 -2.897 1.313
H -4.486 -6.280 1.913
H -3.651 -4.935 2.692
H -2.741 -6.088 1.715
C 4.931 6.999 1.665
C 3.848 5.981 1.453
C 2.892 6.148 0.461
C 1.890 5.212 0.237
C 0.903 5.468 -0.868
C 1.853 4.061 1.045
C 0.839 3.014 0.847
O -0.102 3.061 0.080
C 2.819 3.872 2.055
C 2.842 2.649 2.940
C 3.793 4.836 2.243
H 4.721 7.922 1.126
H 5.890 6.614 1.314
H 5.044 7.236 2.724
H 2.927 7.035 -0.161
H 1.168 6.383 -1.397
H -0.110 5.566 -0.479
H 0.880 4.642 -1.578
H 0.976 2.112 1.466
H 3.006 1.738 2.360
H 1.913 2.526 3.499
H 3.653 2.730 3.662
H 4.532 4.696 3.024
```

No. 3
C29H32DyN3O12 | ωB97M-V with the def2-TZVPD basis set

Net charge ... -2
Orbital gap (alpha / beta) ... 3.964 / 2.302 eV
Electronic energy ... -83705.9999 eV
M ... 777.08 g/mol
2S+1 ... 6
Max |F| ... 0.1212 hartree/bohr

```
77
C29H32DyN3O12 | the Open Molecules 2025 dataset | ωB97M-V with the def2-TZVPD basis set
C 1.164 0.134 -4.591
C 1.751 0.976 -3.428
C 0.811 -1.284 -4.007
C 1.723 -1.390 -2.805
H 0.926 -2.010 -4.825
H -0.235 -1.225 -3.689
C 1.758 0.058 -2.231
H 1.139 1.862 -3.227
H 2.804 1.212 -3.618
C 0.515 0.209 -1.366
H 2.627 0.148 -1.550
H 2.715 -1.663 -3.175
C 1.237 -2.184 -1.562
C -0.043 0.729 -5.287
C 2.110 -0.029 -5.811
O 2.530 -1.083 -6.119
O -0.621 1.746 -4.969
O -0.345 0.030 -6.398
O 2.373 1.070 -6.580
C 2.160 2.466 -6.217
H 2.245 2.646 -5.128
H 1.176 2.792 -6.595
H 2.959 2.989 -6.757
C -1.438 0.577 -7.134
H -2.362 0.510 -6.551
H -1.499 -0.029 -8.035
H -1.243 1.625 -7.381
O 0.739 -1.056 -0.591
H -0.421 0.064 -1.979
H 0.426 1.278 -0.956
C 2.416 -2.896 -0.947
C 0.069 -3.145 -1.867
H -0.142 -3.568 -2.876
H -0.815 -2.559 -1.579
H 0.118 -4.003 -1.179
H 2.099 -3.083 0.077
H 3.252 -2.201 -0.943
H 2.799 -3.859 -1.346
Dy -0.741 -0.145 1.868
C 2.170 1.160 2.997
C 2.824 0.930 1.769
C 2.296 1.807 0.810
H 3.667 0.232 1.598
C 1.260 2.559 1.423
C 1.193 2.171 2.785
H 0.552 2.626 3.551
H 2.411 0.700 3.954
H 2.667 1.945 -0.211
H 0.662 3.353 0.956
C -3.175 -0.144 1.610
C -2.792 0.876 2.543
C -2.046 1.869 1.817
H -3.134 0.985 3.568
C -1.990 1.456 0.443
C -2.688 0.213 0.324
H -2.882 -0.338 -0.605
H -3.853 -0.978 1.826
H -1.658 2.807 2.216
H -1.569 2.052 -0.374
O -3.224 -0.138 9.213
N -3.406 -0.937 8.266
O -4.328 -1.777 8.266
C -2.498 -0.848 7.136
C -1.479 0.123 7.182
C -0.656 0.240 6.102
C -0.914 -0.488 4.956
O -0.267 -0.019 3.919
C -1.911 -1.530 4.919
C -2.704 -1.688 6.046
N -2.156 -2.322 3.747
O -3.022 -3.184 3.782
O -1.456 -2.150 2.652
N 0.476 1.223 6.074
O 1.612 0.755 6.075
O 0.145 2.432 5.941
H -1.372 0.755 8.046
H -3.495 -2.432 6.032
```

No. 4
C29H32FIIrN2OSbSi | ωB97M-V with the def2-TZVPD basis set

Net charge ... +3
Orbital gap (alpha / beta) ... 5.508 / 4.995 eV
Electronic energy ... -63664.8876 eV
M ... 912.55 g/mol
2S+1 ... 2
Max |F| ... 0.0635 hartree/bohr

```
69
C29H32FIIrN2OSbSi | the Open Molecules 2025 dataset | ωB97M-V with the def2-TZVPD basis set
Ir -0.403 -1.958 -1.137
C 2.186 0.110 -2.464
Si 2.553 -1.608 -1.894
C 4.364 -1.909 -1.704
C 1.731 -2.827 -3.043
N 1.441 -1.866 -0.437
C 1.732 -2.098 0.846
C 3.083 -2.217 1.309
C 3.369 -2.464 2.618
C 2.334 -2.589 3.563
C 0.996 -2.446 3.176
C 0.715 -2.208 1.867
F -0.577 -2.041 1.528
H 2.715 0.288 -3.408
H 2.503 0.890 -1.766
H 1.128 0.245 -2.674
H 4.784 -1.782 -2.707
H 4.620 -2.918 -1.376
H 4.864 -1.182 -1.061
H 2.192 -2.749 -4.033
H 0.662 -2.609 -3.242
H 1.820 -3.865 -2.715
H 3.886 -2.133 0.596
H 4.400 -2.573 2.929
H 2.567 -2.791 4.601
H 0.187 -2.513 3.891
C -5.353 2.252 0.373
C -4.530 3.043 -0.419
C -3.219 2.655 -0.663
C -2.741 1.479 -0.088
C -3.569 0.669 0.690
C -4.873 1.068 0.929
Sb -0.712 1.064 -0.341
C 0.218 0.926 1.525
C -0.539 0.865 2.700
C 0.111 0.929 3.924
C 1.501 1.036 3.976
C 2.253 1.079 2.806
C 1.617 1.020 1.573
C 0.187 2.648 -1.367
C 0.681 3.690 -0.583
C 1.181 4.821 -1.214
C 1.195 4.895 -2.602
C 0.700 3.846 -3.374
C 0.190 2.714 -2.760
H -6.372 2.560 0.564
H -4.905 3.963 -0.847
H -2.581 3.276 -1.281
H -3.191 -0.243 1.139
H -5.517 0.470 1.562
H -1.620 0.814 2.670
H -0.467 0.919 4.839
H 1.998 1.104 4.935
H 3.330 1.181 2.854
H 2.203 1.084 0.663
H 0.675 3.638 0.500
H 1.558 5.643 -0.620
H 1.591 5.776 -3.088
H 0.705 3.916 -4.453
H -0.211 1.911 -3.367
N -4.638 -2.231 -0.857
C -3.356 -2.470 -0.702
O -2.509 -1.605 -1.051
C -2.969 -3.762 -0.033
I -1.045 -4.408 -0.717
H -4.929 -1.355 -1.273
H -5.351 -2.898 -0.601
H -3.674 -4.566 -0.226
H -2.870 -3.602 1.039
```

- Which value of electronic energy does entry 2 give?
  -107035.3617 eV

- What is the electronic energy in the first record?
  -78525.3134 eV